Record 1
The following is a quantum chemistry calculation of the molecule C5H9N3, from the Open Molecules 2025 dataset.

The calculation puts the HOMO energy at -9.0 eV. Its energy above the lowest of the compared OMol25 structures with the same formula, charge and spin is 99.7 kcal/mol. The gap between HOMO and LUMO comes out at 9.689 eV. Its structure (SMILES) is C1=NC[C@H]2N[C@H]2CN1. The value obtained for the lowest unoccupied orbital energy is 0.71 eV.

Geometry as XYZ:
```
17
Properties=species:S:1:pos:R:3:forces:R:3
C -0.18179 -1.10699 -1.01818 1.1 -2.0 2.6
C 0.13171 -0.92952 1.57171 0.6 2.2 -1.6
C -0.68589 1.22780 0.91053 -2.8 0.8 0.4
C -0.19718 1.28917 -0.42533 1.2 3.8 -6.4
C 0.32965 0.20334 -1.37658 -0.3 1.7 -2.9
H -1.24271 -0.98457 -1.08372 -0.8 -0.9 -0.7
H 0.34181 -1.82231 -1.61854 -0.7 -0.7 -0.9
H -0.08526 -2.62494 0.63903 0.7 2.0 -1.7
H 0.70490 -1.49281 2.30929 -0.7 0.0 0.5
H -1.80310 1.34427 0.83864 0.6 -0.7 0.6
H -0.39225 2.10764 1.41617 0.1 1.8 -0.1
H -0.32133 2.26053 -1.09782 -1.2 -1.6 2.1
H 1.65231 0.51671 0.06605 -0.6 1.7 -1.1
H 0.54940 0.20660 -2.58432 -1.5 0.6 2.9
N 0.18536 -1.61887 0.34757 -0.9 -1.6 1.7
N -0.15980 0.30475 1.80188 0.6 -3.9 1.8
N 1.17417 1.11920 -0.69638 4.4 -3.1 2.7
```
Forces are in eV/Å.

***

Record 2
The following is a quantum chemistry calculation of the molecule C5H14N2, from the Open Molecules 2025 dataset.

The calculation puts the HOMO energy at -8.6 eV. Its energy above the lowest of the compared OMol25 structures with the same formula, charge and spin is 18.6 kcal/mol. The gap between HOMO and LUMO comes out at 9.704 eV. Its structure (SMILES) is CC(C)CNCN. The value obtained for the lowest unoccupied orbital energy is 1.09 eV.

Geometry as XYZ:
```
21
Properties=species:S:1:pos:R:3:forces:R:3
C -0.10337 -0.39460 0.41595 0.0 1.0 -0.3
C -1.22542 -0.30451 -0.61743 0.6 -0.6 -0.2
C -2.37130 -1.22919 -0.22246 -0.9 0.6 -0.7
C -1.61638 1.12654 -0.92025 -0.6 0.3 0.6
N 1.08237 0.37256 0.01746 -0.1 -0.3 -0.5
C 2.27952 -0.19180 0.58498 0.7 -0.7 0.4
N 3.45226 0.64361 0.35944 -0.2 0.8 -0.1
H -0.48876 -0.00668 1.37083 0.0 -0.3 0.1
H 0.20884 -1.42197 0.55212 -0.1 -0.3 0.1
H -0.82096 -0.70696 -1.55398 0.1 0.0 0.1
H -2.17758 -2.25494 -0.51322 0.0 -0.2 -0.1
H -2.67383 -1.22458 0.80805 0.4 0.1 0.9
H -3.29068 -0.87558 -0.70670 0.1 -0.3 -0.3
H -2.09570 1.60888 -0.06031 0.1 0.0 0.1
H -2.35824 1.18866 -1.71221 0.0 -0.1 -0.2
H -0.76805 1.74001 -1.20774 0.2 -0.1 -0.1
H 0.96363 1.34268 0.27678 0.2 0.0 0.1
H 2.54015 -1.14223 0.10213 -0.6 0.0 -0.2
H 2.10500 -0.47754 1.63928 0.2 0.4 0.2
H 4.16228 0.58373 1.07550 -0.1 -0.3 0.1
H 3.19621 1.62392 0.31178 0.0 0.0 0.0
```
Forces are in eV/Å.

***

Record 3
The following is a quantum chemistry calculation of a structure of composition C3HNO, from the Open Molecules 2025 dataset.

The calculation puts the HOMO energy at -10.0 eV. Its energy above the lowest of the compared OMol25 structures with the same formula, charge and spin is 93.8 kcal/mol. The gap between HOMO and LUMO comes out at 7.654 eV. The value obtained for the lowest unoccupied orbital energy is -2.34 eV.

Geometry as XYZ:
```
6
Properties=species:S:1:pos:R:3:forces:R:3
C 0.84441 0.04434 -0.00274 0.3 -0.4 0.0
C -0.12919 -1.03157 -0.00023 0.4 -0.7 0.0
C -0.08558 1.00654 0.00208 -1.6 -0.5 0.0
N -1.29056 -0.97086 0.00119 0.1 -5.5 0.0
O -1.24832 0.92193 -0.00070 0.6 7.0 0.0
H 1.90924 0.02962 0.00040 0.2 0.1 0.0
```
Forces are in eV/Å.

***

Record 4
The following is a quantum chemistry calculation of a structure of composition F18NO3P3Rb, from the Open Molecules 2025 dataset.

The calculation puts the HOMO energy at -0.4 eV. Its energy above the lowest of the compared OMol25 structures with the same formula, charge and spin is 9.4 kcal/mol. The net charge is -3. The gap between HOMO and LUMO comes out at 6.695 eV. The value obtained for the lowest unoccupied orbital energy is 6.29 eV.

Geometry as XYZ:
```
26
Properties=species:S:1:pos:R:3:forces:R:3
Rb -23.62589 8.35298 -8.58874 0.4 -0.6 -0.2
P -26.38957 10.28584 -6.97530 0.9 -0.3 0.9
F -26.89697 10.78408 -5.50601 0.1 0.3 -0.1
F -27.13911 8.89269 -6.68790 -0.4 0.1 -0.6
F -27.67316 10.94783 -7.67193 -0.1 0.1 0.1
F -25.88899 9.76442 -8.44199 -0.3 0.5 0.4
F -25.52929 11.68955 -7.12303 -0.6 -0.5 -0.3
F -25.05196 9.61353 -6.31012 0.0 0.3 -0.1
P -22.04218 5.55177 -6.39738 -0.2 -0.4 -1.5
F -23.15452 5.68863 -7.56223 -0.4 -0.4 0.3
F -22.01407 7.17789 -6.37746 0.9 0.2 0.6
F -23.18008 5.60580 -5.23651 0.4 -0.2 0.0
F -20.84750 5.37226 -5.31348 -0.2 0.8 0.5
F -22.14652 3.94471 -6.46072 -0.3 -0.4 0.1
F -20.90405 5.50965 -7.56755 0.0 0.3 0.4
P -25.49844 5.68481 -10.73181 1.6 -0.4 1.0
F -24.82416 5.25903 -12.14374 -0.6 -0.1 0.0
F -26.94734 5.15760 -11.23170 -0.1 0.2 0.4
F -25.20659 4.20384 -10.08950 -0.2 0.0 -0.6
F -25.95322 6.13843 -9.22154 -1.4 0.1 -0.7
F -24.02722 6.14448 -10.24128 0.3 0.4 -0.6
F -25.85715 7.16406 -11.31510 0.1 -0.3 0.3
N -21.39817 8.20996 -11.80012 -0.2 -0.4 -1.1
O -21.88801 7.26387 -12.48103 0.6 1.0 1.2
O -20.87206 9.18676 -12.41669 -0.2 -0.4 0.6
O -21.41654 8.20167 -10.54013 -0.1 0.0 -0.8
```
Forces are in eV/Å.

***

Record 5
The following is a quantum chemistry calculation of the molecule CHNO3, from the Open Molecules 2025 dataset.

The calculation puts the HOMO energy (alpha / beta) at -10.0 / -10.0 eV. Its energy above the lowest of the compared OMol25 structures with the same formula, charge and spin is 103.8 kcal/mol. The gap between HOMO and LUMO (alpha / beta) comes out at 9.774 / 9.773 eV. The value obtained for the lowest unoccupied orbital energy (alpha / beta) is -0.22 / -0.22 eV.

Geometry as XYZ:
```
6
Properties=species:S:1:pos:R:3:forces:R:3
C 0.85189 0.41714 0.05452 -3.9 0.9 -1.5
N -1.02726 -0.01414 -0.54029 3.6 0.5 0.4
O 1.48985 1.38254 0.04555 0.1 -0.9 0.2
O 0.84923 -0.86139 0.27357 1.5 -0.2 0.6
O -0.46443 -1.25579 0.02026 -1.5 -0.2 -0.2
H -1.69928 0.33165 0.14639 0.2 -0.2 0.6
```
Forces are in eV/Å.

***

Record 6
The following is a quantum chemistry calculation of a cluster of 4 separate species, C29H62ClF2N4O12S in total, from the Open Molecules 2025 dataset.

The calculation puts the HOMO energy at -10.7 eV. The net charge is +1. The gap between HOMO and LUMO comes out at 7.263 eV. The value obtained for the lowest unoccupied orbital energy is -3.40 eV.

Geometry as XYZ:
```
111
Properties=species:S:1:pos:R:3:forces:R:3
C 2.47111 0.76307 3.11899 0.3 -0.3 -0.1
C 1.52582 0.71486 1.91055 -0.1 0.7 0.3
C 0.07881 1.00183 2.31078 0.4 0.1 0.2
O -0.86583 0.03141 1.72285 -0.3 0.1 0.1
N -1.75011 0.58707 0.88227 0.4 -0.1 0.0
C -2.92244 1.24123 1.04182 0.0 -0.2 0.3
N -3.57117 1.46509 2.16317 0.0 0.1 0.1
C -4.84186 2.21468 2.06314 0.0 0.2 -0.2
C -4.66660 3.71710 1.78566 -0.1 -0.1 -0.1
C -4.95415 4.63875 2.96982 0.3 -0.1 0.1
F -5.90328 5.57981 2.62328 0.0 0.0 0.0
C -3.13200 1.01829 3.48402 -0.3 0.1 0.5
C -2.55307 2.13702 4.34535 0.2 -0.2 0.2
C -2.31864 1.66373 5.77564 -0.5 0.6 -0.1
Cl -1.13692 0.34949 5.86404 0.1 -0.2 0.1
N -3.37745 1.63025 -0.17618 -0.6 0.4 0.1
C -2.53267 1.20201 -1.05371 0.1 -0.2 -0.2
N -1.51320 0.54187 -0.48107 0.3 -0.2 0.0
S -0.26984 -0.15294 -1.40008 0.6 -0.2 -1.5
O -0.92618 -0.91773 -2.38261 -0.1 0.1 0.2
O 0.64206 0.85614 -1.75490 0.2 0.2 0.6
F 0.38454 -1.09676 -0.39130 -0.4 0.2 0.2
H 1.99264 0.44138 4.04317 -0.1 0.0 0.0
H 3.30702 0.08427 2.95386 0.1 0.1 0.0
H 2.89289 1.75248 3.27693 -0.1 0.1 0.0
H 1.60605 -0.23742 1.39668 -0.1 -0.1 0.1
H 1.83023 1.51273 1.23235 0.1 -0.3 -0.4
H -0.22771 2.00861 2.02803 -0.2 0.0 -0.1
H -0.04449 0.90532 3.38726 -0.1 -0.2 0.0
H -5.36748 2.04734 2.99925 0.0 0.0 0.1
H -5.42888 1.76403 1.26680 0.0 -0.1 0.0
H -3.67067 3.89284 1.38002 0.0 0.0 0.0
H -5.35299 3.99498 0.98645 -0.1 0.1 0.0
H -5.32174 4.06959 3.82711 -0.2 0.1 0.0
H -4.06145 5.17681 3.29200 0.0 0.1 0.0
H -4.02689 0.66160 3.99885 0.0 -0.1 -0.1
H -2.46456 0.16560 3.42134 0.1 0.1 -0.2
H -1.61511 2.51555 3.94077 0.0 0.1 -0.1
H -3.25649 2.96934 4.40416 0.0 0.1 -0.1
H -1.97470 2.49889 6.37985 0.2 -0.1 0.0
H -3.25648 1.33428 6.22102 0.1 -0.3 0.0
H -2.59857 1.32365 -2.12443 0.0 0.0 -0.1
C -3.83511 -2.38318 -2.34013 0.0 -0.2 -0.1
O -3.48706 -3.71491 -2.61527 0.0 0.0 0.3
C -2.08652 -3.95365 -2.67552 -0.2 0.0 -0.1
C -1.70950 -5.25321 -2.00463 0.1 -0.2 -0.1
O -1.82442 -5.23983 -0.59154 0.1 0.1 0.1
C -3.11494 -5.30289 -0.00803 -0.1 0.1 0.1
C -3.82018 -6.63142 -0.15285 -0.2 -0.1 0.0
O -4.28410 -6.82488 -1.47424 0.3 0.0 -0.1
C -4.26293 -8.17257 -1.89421 -0.1 0.0 0.0
H -3.64455 -1.73302 -3.20351 0.0 0.1 0.1
H -4.89880 -2.36536 -2.10637 0.0 0.0 -0.1
H -3.28117 -2.00370 -1.46882 0.0 0.0 0.0
H -1.54017 -3.13735 -2.19894 0.0 0.0 0.0
H -1.79062 -4.00292 -3.73084 0.1 0.0 0.0
H -0.64486 -5.40842 -2.19697 0.0 0.0 0.0
H -2.24298 -6.09631 -2.44592 -0.2 0.1 0.0
H -3.75580 -4.49077 -0.36064 0.0 -0.1 -0.1
H -2.94196 -5.14771 1.05985 0.0 0.0 0.0
H -4.67923 -6.64167 0.53217 0.1 -0.1 0.1
H -3.13618 -7.43572 0.14076 0.0 0.0 0.0
H -3.29079 -8.63617 -1.69406 0.0 0.0 0.0
H -4.43834 -8.18178 -2.96798 0.0 0.0 0.0
H -5.04686 -8.75778 -1.40211 0.0 0.0 0.0
C -1.38237 7.46772 -6.84403 0.0 -0.1 -0.1
O -0.78825 6.19128 -6.73966 0.0 0.0 0.3
C 0.62002 6.22328 -6.58890 -0.1 0.0 -0.2
C 1.09656 5.18308 -5.60279 0.1 -0.1 -0.1
O 0.76252 5.45188 -4.24908 0.1 0.0 0.1
C -0.57307 5.27890 -3.82801 -0.1 0.2 0.0
C -1.03237 3.83988 -3.74724 -0.2 -0.1 0.0
O -1.26042 3.28086 -5.02442 0.3 0.1 -0.1
C -0.95964 1.90935 -5.10017 -0.1 0.0 0.1
H -1.16805 7.93106 -7.81274 0.0 0.1 0.0
H -2.45852 7.33433 -6.74931 0.0 0.0 0.0
H -1.03942 8.13291 -6.04389 0.0 0.0 0.0
H 0.95082 7.21285 -6.25588 0.0 0.0 0.0
H 1.08417 6.01059 -7.56037 0.1 0.1 0.0
H 2.18829 5.19534 -5.62711 0.0 0.0 0.0
H 0.77730 4.18364 -5.90421 -0.2 0.1 0.0
H -1.26951 5.86939 -4.42684 0.0 -0.1 -0.1
H -0.59584 5.67691 -2.80986 0.0 0.0 0.0
H -1.97911 3.81710 -3.17993 0.1 0.0 0.1
H -0.27985 3.25638 -3.19939 0.0 0.0 0.0
H 0.03366 1.69397 -4.69055 0.0 0.0 0.0
H -0.97481 1.61800 -6.14766 -0.1 0.0 0.0
H -1.71174 1.31530 -4.55803 0.1 -0.1 0.0
C 5.77961 -3.69311 0.31543 0.1 0.0 -0.1
O 6.76133 -3.00154 1.05089 -0.2 0.0 0.2
C 6.52290 -1.61339 1.17640 0.1 -0.1 -0.1
C 6.87004 -1.10032 2.55590 0.1 0.1 0.0
O 5.99140 -1.51528 3.58926 -0.1 0.1 0.0
C 6.05421 -2.86433 4.03029 -0.1 -0.1 0.0
C 7.30961 -3.23576 4.78497 0.1 -0.1 0.0
O 8.42040 -3.35179 3.91777 -0.1 0.3 -0.1
C 9.64430 -2.96914 4.50559 0.0 -0.1 0.0
H 5.84381 -3.46512 -0.75477 -0.1 0.0 0.0
H 5.95506 -4.75753 0.45862 0.0 0.0 0.0
H 4.77115 -3.45406 0.67507 0.0 0.0 0.0
H 5.47158 -1.38299 0.96176 0.0 0.0 0.0
H 7.14982 -1.08235 0.44797 -0.1 0.1 0.0
H 6.76638 -0.01227 2.52333 0.0 0.0 0.0
H 7.91018 -1.31650 2.80338 0.0 -0.2 -0.1
H 5.87850 -3.56168 3.20897 0.1 0.0 0.0
H 5.21990 -2.96417 4.72868 0.0 0.0 0.0
H 7.13927 -4.20298 5.27710 0.0 0.1 0.1
H 7.50038 -2.48403 5.55977 0.0 0.0 0.0
H 9.56339 -1.99072 4.99245 0.0 0.0 0.0
H 10.38139 -2.90097 3.70802 0.0 -0.1 0.0
H 9.98456 -3.70700 5.24002 0.0 0.0 0.0
```
Forces are in eV/Å.

***

Record 7
The following is a quantum chemistry calculation of a structure of composition C19H16BrN5PtS, from the Open Molecules 2025 dataset.

The calculation puts the HOMO energy at -13.5 eV. Its energy above the lowest of the compared OMol25 structures with the same formula, charge and spin is 33.0 kcal/mol. The net charge is +2. The gap between HOMO and LUMO comes out at 5.625 eV. The value obtained for the lowest unoccupied orbital energy is -7.92 eV.

Geometry as XYZ:
```
43
Properties=species:S:1:pos:R:3:forces:R:3
Pt -0.59994 0.12900 -0.33733 0.8 0.4 1.9
C -1.85464 4.07300 -1.88583 -0.4 0.1 0.3
C -1.46014 2.89290 -1.06893 -0.5 -2.8 -4.3
N -1.46714 1.63890 -1.63143 -0.2 1.8 2.5
N -2.39614 1.42590 -2.58623 -1.5 1.6 -0.4
C -2.20124 0.67600 -3.68693 2.3 -1.8 -1.1
N -3.19284 0.55290 -4.56803 -0.6 0.5 0.4
S -0.71054 -0.10510 -3.89843 -0.9 0.6 0.0
C -1.05834 2.94880 0.26907 1.4 0.2 3.5
C -1.07564 4.07300 1.13977 -0.2 -1.1 -1.7
C -0.82684 3.89630 2.48067 0.4 -0.9 0.8
C -0.51064 2.63120 2.98997 -0.1 0.4 -0.6
C -0.41904 1.57180 2.08917 -0.5 0.9 -0.7
N -0.69064 1.73220 0.78347 -0.3 1.4 0.3
H -1.72744 3.88190 -2.95013 0.0 -0.1 0.1
H -2.89364 4.35620 -1.70563 -0.1 0.1 0.0
H -1.23834 4.92930 -1.62633 0.1 0.1 0.1
H -3.27314 1.94710 -2.49873 0.5 -0.1 0.1
H -4.05914 1.06210 -4.48063 0.0 -0.1 0.0
H -3.06254 -0.00040 -5.40053 0.2 0.0 0.1
H -1.30854 5.04670 0.74647 -0.1 0.1 -0.1
H -0.86194 4.74020 3.15187 0.0 0.1 0.1
H -0.30964 2.48020 4.03657 0.0 0.0 0.2
H 0.07446 0.05410 3.37297 0.2 0.1 -0.2
Br -0.65694 -2.06390 -1.24443 0.2 -1.0 -0.5
C 0.85046 -3.04040 -0.54093 0.0 -0.1 -0.2
C 1.22156 -4.09620 -1.36533 -0.5 0.7 0.5
C 2.29436 -4.90460 -1.02483 0.5 0.0 0.6
C 2.97686 -4.63980 0.14107 -0.2 -0.1 -0.5
C 2.60266 -3.57720 0.98657 -0.1 0.1 -0.2
C 3.35446 -3.39180 2.16127 -0.6 0.6 0.2
C 3.00976 -2.39530 3.05587 0.5 -0.5 0.1
C 1.96206 -1.55400 2.77797 -0.6 -0.1 -1.0
C 1.18686 -1.62380 1.57417 0.6 -0.5 1.3
C 1.50226 -2.70970 0.66147 -0.1 0.0 -0.3
H 0.66356 -4.29580 -2.26603 -0.1 0.0 -0.1
H 2.58816 -5.71890 -1.66653 0.0 -0.1 -0.1
H 3.82426 -5.24250 0.43047 0.1 -0.1 0.0
H 4.18706 -4.05120 2.34857 0.1 0.0 0.1
H 3.57216 -2.26840 3.96847 0.0 0.0 0.0
H 1.75186 -0.77920 3.49357 0.1 0.1 0.1
N -0.02554 0.30250 2.39527 0.3 -1.4 0.0
C 0.25776 -0.58400 1.37857 -0.6 0.9 -1.2
```
Forces are in eV/Å.